(1)
7
Properties=species:S:1:pos:R:3:forces:R:3 method="wB97M-V/def2-TZVPD" homo_lumo_gap_ev="5.70 / 6.60" lumo_energy_ev="-11.618 / -10.972" e_homo_ha="-0.636 / -0.646" e_tot_ev=-21138.407 fmax_ev_per_a=5.363 s_squared=0.81 spin_multiplicity=2 relative_energy_kcal_mol=24.2 total_charge=+2
O -0.455425 1.027995 -0.103573 1.504 3.514 1.062
H -1.159354 1.707741 0.352805 1.869 -1.163 -1.382
C -1.334534 -0.017320 -0.266233 -4.577 -0.454 2.757
C -0.682945 -1.431644 0.049925 -0.577 -0.846 -0.587
O -2.439382 0.332056 0.101390 1.459 -1.796 -1.679
O 0.569501 -1.310000 0.058784 0.920 1.648 -0.132
Ce 1.824992 0.493072 0.024913 -0.597 -0.903 -0.039

=====

(2)
7
Properties=species:S:1:pos:R:3:forces:R:3 method="wB97M-V/def2-TZVPD" homo_lumo_gap_ev="8.27 / 7.47" lumo_energy_ev="-0.333 / -0.887" e_homo_ha="-0.316 / -0.307" e_tot_ev=-40683.160 fmax_ev_per_a=1.985 relative_energy_kcal_mol=91.7 total_charge=0
Cl -2.313782 -0.110088 1.137986 0.381 -0.296 -0.270
H -2.351335 -1.005228 -1.011002 -0.543 -0.190 -1.314
Cl -0.035691 -1.057887 -0.424844 0.540 -0.564 -0.186
F 2.156073 1.022790 -1.098202 0.240 0.102 -0.407
S 2.446952 1.238535 1.503565 -0.293 -0.199 -0.686
C -1.661702 -0.942091 -0.230871 -0.802 0.564 1.727
C 1.759488 0.853968 0.123370 0.476 0.585 1.136

=====

(3)
8
Properties=species:S:1:pos:R:3:forces:R:3 method="wB97M-V/def2-TZVPD" homo_lumo_gap_ev="8.01 / 8.02" lumo_energy_ev="-0.930 / -0.928" e_homo_ha="-0.329 / -0.329" e_tot_ev=-31599.606 fmax_ev_per_a=2.778 relative_energy_kcal_mol=68.0 total_charge=0
N -0.784261 0.770341 -0.968850 -1.778 0.110 -0.798
Cl 1.564170 -0.886582 2.024322 0.046 -0.625 0.807
C -0.439017 -0.431544 -0.799849 0.981 -1.076 -1.660
H -0.184993 -0.975509 0.085097 -0.840 -0.737 0.494
N 0.019263 1.066323 0.969206 0.915 0.007 1.501
C 0.784534 0.094920 0.984536 -0.570 2.343 -1.379
Cl -0.298335 -1.259315 -2.251229 0.375 -1.516 -1.053
N -0.661362 1.621366 -0.043235 0.871 1.494 2.089

=====

(4)
7
Properties=species:S:1:pos:R:3:forces:R:3 method="wB97M-V/def2-TZVPD" homo_lumo_gap_ev=10.43 lumo_energy_ev=-1.375 e_homo_ha=-0.434 e_tot_ev=-30671.220 fmax_ev_per_a=3.166 relative_energy_kcal_mol=17.9 smiles="N#CC(=O)Cl.Cl" total_charge=0
O -1.314926 -1.119959 -1.038094 0.959 -0.321 0.225
Cl -1.874505 -0.342333 1.344497 -0.916 0.151 0.494
C -0.878795 -0.932947 0.048808 -2.031 0.652 -0.221
C 0.415989 -0.942471 0.618781 1.090 -0.483 -0.923
Cl 1.538345 2.589196 -0.797904 -2.011 -2.277 -0.887
N 1.471790 -0.818279 1.030785 0.902 -0.020 0.471
H 0.642102 1.566793 -1.206874 2.008 2.299 0.841

=====

(5)
8
Properties=species:S:1:pos:R:3:forces:R:3 method="wB97M-V/def2-TZVPD" homo_lumo_gap_ev="7.86 / 8.94" lumo_energy_ev="-0.805 / -1.396" e_homo_ha="-0.318 / -0.380" e_tot_ev=-32712.817 fmax_ev_per_a=3.806 relative_energy_kcal_mol=88.7 total_charge=0
N -0.156795 -1.565654 0.065258 1.682 -3.219 1.136
O 0.662256 0.765526 -1.098511 1.535 0.165 -0.562
H -0.963797 0.771778 -0.587785 -1.406 -0.091 0.664
O -0.432904 0.073959 -0.974059 -0.476 2.647 -1.866
C 0.900362 -1.974829 -0.267256 -1.754 0.915 1.573
C 2.127545 -2.374851 -0.689648 0.650 -0.173 0.289
Cl 3.522534 -2.458724 0.332876 -0.829 0.078 -0.652
Cl 2.133199 -2.985114 -2.254930 0.597 -0.323 -0.581

=====

(6)
9
Properties=species:S:1:pos:R:3:forces:R:3 method="wB97M-V/def2-TZVPD" homo_lumo_gap_ev="8.30 / 6.71" lumo_energy_ev="0.336 / -4.217" e_homo_ha="-0.293 / -0.401" e_tot_ev=-34760.052 fmax_ev_per_a=3.330 s_squared=2.02 spin_multiplicity=3 relative_energy_kcal_mol=94.9 total_charge=0
O -0.937777 1.516380 -0.821339 -0.286 0.703 -0.337
O -0.671624 -0.997626 1.385994 1.400 -1.487 1.916
C -0.544547 0.586472 -0.261404 1.629 -0.973 -0.206
O -2.552205 -0.584815 0.278355 -0.767 0.338 -0.646
H 1.441247 -0.034222 0.883271 -0.243 0.101 -1.468
Cl 2.186469 1.346984 -0.930544 -0.328 -0.810 -0.043
C 1.262888 0.035620 -0.232986 -2.027 1.387 2.249
Cl 1.204616 -1.503046 -0.941089 0.446 -0.297 -0.642
N -1.389069 -0.365744 0.639746 0.176 1.038 -0.823